No. 1
Here is the molecule C3H7N3 in a non-equilibrium geometry from the OMol25 dataset. Energies are from ωB97M-V with the def2-TZVPD basis set.

```
13
C3H7N3 (ωB97M-V with the def2-TZVPD basis set)
N 1.41 -1.25 0.03
C 1.76 0.08 -0.01
C 0.80 1.04 -0.11
C -0.52 0.81 -0.06
N -0.92 -0.50 -0.34
N -2.36 -0.43 -0.06
H 2.07 -1.84 -0.27
H 0.41 -1.33 -0.16
H 2.76 0.38 0.07
H 1.28 2.04 0.04
H -1.45 1.55 -0.04
H -2.48 0.53 0.23
H -2.76 -1.07 0.69
```

Calculated values
Energy relative to the best compared isomer or geometry (same formula, charge and spin) in kcal/mol: 76.3
Structure (SMILES): N/C=C\C=N\N
2S+1: 1
Calculated total energy in a.u.: -282.65259
Frontier orbital gap in hartree: 0.29606
HOMO in eV: -7.5

Atom charges from the Löwdin analysis, given in e for atoms 1 to 4: N 0.12; C -0.15; C -0.18; C -0.16


No. 2
Here is a structure of composition C44H33Br2N12O4W from the OMol25 dataset. Energies are from ωB97M-V with the def2-TZVPD basis set.

```
96
C44H33Br2N12O4W (ωB97M-V with the def2-TZVPD basis set)
W -1.42 0.33 -0.38
O -3.74 0.53 -3.90
C -3.14 0.19 -2.89
N -2.29 0.97 -2.18
C -2.13 2.30 -2.71
C -1.25 3.08 -1.81
C -0.93 4.41 -2.04
C -0.15 5.09 -1.14
C 0.29 4.42 0.00
C -0.06 3.11 0.18
N -0.80 2.43 -0.73
C -3.24 -1.19 -2.33
C -4.04 -2.15 -2.91
C -4.04 -3.42 -2.37
C -3.24 -3.68 -1.27
C -2.47 -2.66 -0.73
N -2.48 -1.43 -1.26
H -3.10 2.80 -2.80
H -1.72 2.28 -3.73
H -1.32 4.89 -2.93
H 0.10 6.13 -1.30
H 0.88 4.92 0.76
H 0.25 2.56 1.06
H -4.63 -1.87 -3.77
H -4.66 -4.20 -2.79
H -3.20 -4.66 -0.81
H -1.85 -2.81 0.14
Br 1.79 5.96 3.50
C 2.16 4.17 3.99
C 3.47 3.71 3.96
C 3.73 2.41 4.35
C 2.70 1.56 4.71
C 1.39 2.03 4.77
C 1.12 3.34 4.41
N 3.09 0.25 5.16
N 2.50 -0.78 4.84
C 1.42 -0.77 3.89
C 0.22 -1.34 4.30
C -0.88 -1.40 3.45
C -0.75 -0.87 2.18
O -1.68 -0.91 1.20
C 0.43 -0.26 1.80
N 0.38 0.28 0.53
C 1.61 0.44 -0.22
C 2.85 0.35 0.63
C 2.82 0.08 1.93
C 1.57 -0.28 2.59
H 4.27 4.38 3.66
H 4.75 2.04 4.38
H 0.59 1.39 5.10
H 0.11 3.73 4.47
H 0.16 -1.74 5.30
H -1.80 -1.88 3.76
H 1.61 1.40 -0.75
H 3.79 0.57 0.14
H 3.75 0.05 2.49
Br -7.09 -0.78 4.31
C -6.00 0.62 3.68
C -6.17 1.91 4.17
N -5.43 2.94 3.77
C -4.49 2.71 2.87
C -4.26 1.46 2.31
C -5.04 0.38 2.72
C -3.21 1.26 1.30
O -2.01 1.59 1.49
O -3.47 0.69 0.19
H -6.93 2.10 4.92
H -3.89 3.56 2.57
H -4.89 -0.60 2.29
C 1.46 -2.06 -0.78
C 1.42 -0.65 -1.34
N 0.10 -0.30 -1.87
C 0.22 -0.04 -3.17
C 1.53 -0.16 -3.58
N 2.29 -0.47 -2.51
C 3.69 -0.86 -2.60
N 3.90 -2.28 -2.61
N 4.46 -2.88 -1.52
N 4.50 -4.13 -1.70
C 3.96 -4.42 -2.93
C 3.78 -5.65 -3.58
C 3.21 -5.63 -4.83
C 2.81 -4.41 -5.43
C 2.98 -3.20 -4.81
C 3.56 -3.23 -3.54
H 0.68 -2.17 -0.03
H 2.42 -2.27 -0.31
H 1.28 -2.79 -1.58
H -0.62 0.24 -3.78
H 1.95 0.01 -4.56
H 4.25 -0.49 -1.75
H 4.09 -0.41 -3.51
H 4.10 -6.57 -3.11
H 3.06 -6.55 -5.37
H 2.37 -4.44 -6.42
H 2.68 -2.28 -5.29
```

Calculated values
Energy relative to the best compared isomer or geometry (same formula, charge and spin) in kcal/mol: 36.8
2S+1: 3
Net charge: +1
Calculated total energy in a.u.: -7869.55336
Frontier orbital gap (alpha / beta) in hartree: 0.23894 / 0.21780
HOMO (alpha / beta) in eV: -9.7 / -10.1

Atom charges from the Löwdin analysis, given in e for atoms 1 to 4: W 1.91; O 0.09; C -0.50; N -0.14


No. 3
Here is a structure of composition C3H5O5Pr in a non-equilibrium geometry from the OMol25 dataset. Energies are from ωB97M-V with the def2-TZVPD basis set.

```
14
C3H5O5Pr (ωB97M-V with the def2-TZVPD basis set)
O 0.17 1.84 0.01
C -0.59 0.96 -0.64
C -1.99 0.61 -0.02
O -2.25 -0.74 -0.12
H 0.93 1.39 0.69
H 1.59 -0.13 -1.03
H -0.54 0.92 -1.74
H -2.74 1.19 -0.58
H -1.98 0.99 1.02
Pr -0.60 -2.25 -0.13
O 1.62 -1.19 -0.59
C 2.19 -1.24 0.68
O 1.61 -2.18 1.30
O 2.59 -0.17 1.16
```

Calculated values
Energy relative to the best compared isomer or geometry (same formula, charge and spin) in kcal/mol: 0.0
2S+1: 4
Net charge: +1
Calculated total energy in a.u.: -1010.17272
Frontier orbital gap (alpha / beta) in hartree: 0.21614 / 0.29263
HOMO (alpha / beta) in eV: -12.4 / -14.0

Atom charges from the Löwdin analysis, given in e for atoms 1 to 4: O -0.02; C -0.20; C -0.30; O -0.42